The following is a quantum chemistry calculation of 5 unconnected molecules or ions with the total composition C23H53Cl2O21P5 in a non-equilibrium geometry, from OMol25.

The geometry in XYZ format:
```
104
C23H53Cl2O21P5, DFT ωB97M-V with the def2-TZVPD basis set
C 5.70 5.23 1.41
C 5.35 5.70 0.00
C 4.99 4.61 -1.01
C 4.82 5.30 -2.38
C 3.73 3.76 -0.64
P 4.27 2.18 0.15
O 5.58 2.26 0.83
O 3.18 1.70 1.23
O 4.34 1.06 -0.97
C 2.75 3.39 -1.76
C 1.43 3.41 -0.97
C 0.15 3.16 -1.71
Cl 0.25 3.01 -3.45
C -1.01 3.05 -1.09
C -1.14 3.20 0.40
Cl -2.46 2.72 -1.98
C 1.65 4.73 -0.27
O 0.98 5.69 -0.14
O 2.93 4.63 0.20
H 4.84 4.77 1.88
H 5.93 6.11 2.02
H 6.54 4.55 1.43
H 6.24 6.19 -0.40
H 4.59 6.49 0.05
H 5.83 3.92 -1.14
H 3.99 6.01 -2.27
H 4.55 4.60 -3.17
H 5.72 5.85 -2.62
H 3.61 1.86 2.09
H 5.10 0.50 -0.78
H 2.59 4.13 -2.55
H 2.85 2.43 -2.27
H 1.47 2.68 -0.16
H -0.38 2.65 0.94
H -0.98 4.26 0.60
H -2.15 3.00 0.74
C -2.00 -1.11 -2.46
O -2.59 -2.24 -1.78
P -4.24 -2.21 -1.60
O -4.29 -1.22 -0.49
O -4.33 -3.74 -1.07
C -3.40 -4.76 -1.46
O -5.79 -2.14 -2.08
C -6.78 -2.03 -1.05
H -0.92 -1.29 -2.51
H -2.39 -1.02 -3.47
H -2.18 -0.19 -1.90
H -2.58 -4.81 -0.73
H -2.99 -4.59 -2.45
H -3.93 -5.71 -1.46
H -6.81 -1.02 -0.66
H -6.59 -2.74 -0.25
H -7.74 -2.26 -1.52
C 1.84 -5.39 3.91
O 0.85 -4.44 4.33
P -0.28 -4.00 3.21
O 0.54 -3.11 2.34
O -1.16 -3.21 4.32
C -1.15 -3.54 5.71
O -1.59 -4.27 2.28
C -2.09 -3.15 1.53
H 2.50 -5.59 4.76
H 1.38 -6.33 3.60
H 2.44 -4.99 3.09
H -0.40 -2.95 6.23
H -0.97 -4.60 5.88
H -2.14 -3.29 6.11
H -1.45 -2.97 0.66
H -2.14 -2.26 2.15
H -3.08 -3.41 1.18
C -1.84 9.54 -7.12
O -0.86 8.65 -7.69
P -0.37 7.40 -6.75
O 0.50 8.04 -5.75
O 0.45 6.70 -7.97
C 0.18 6.93 -9.35
O -0.81 5.99 -6.10
C 0.20 5.29 -5.36
H -2.07 10.30 -7.87
H -2.76 9.00 -6.87
H -1.44 10.02 -6.23
H 0.80 7.75 -9.72
H -0.87 7.16 -9.53
H 0.43 6.02 -9.89
H 0.34 5.74 -4.39
H 1.14 5.27 -5.92
H -0.15 4.27 -5.22
C -0.92 -8.13 8.66
O -1.21 -9.14 7.68
P -1.68 -8.62 6.20
O -3.07 -8.17 6.42
O -1.59 -10.11 5.55
C -0.78 -11.16 6.08
O -1.21 -7.89 4.83
C -2.20 -7.80 3.79
H -0.60 -8.63 9.57
H -0.11 -7.48 8.32
H -1.81 -7.54 8.87
H -1.37 -11.76 6.78
H 0.11 -10.78 6.58
H -0.47 -11.79 5.25
H -2.91 -7.01 4.02
H -2.71 -8.75 3.64
H -1.67 -7.53 2.87
```

Frontier orbital gap = 8.206 eV
Total charge = 0
2S+1 = 1
E_LUMO = -0.0331 hartree

=====

The following is a quantum chemistry calculation of 3 unconnected molecules or ions with the total composition C23H53I2N7O4P2 in a non-equilibrium geometry, from OMol25.

The geometry in XYZ format:
```
91
C23H53I2N7O4P2, DFT ωB97M-V with the def2-TZVPD basis set
C -1.06 0.34 3.37
C -1.29 1.22 2.40
C -1.44 2.16 1.07
C -2.21 1.26 -0.03
O -3.02 2.00 -0.97
C -4.15 2.66 -0.33
C -5.60 2.14 -0.82
C -5.97 0.63 -0.37
C -5.28 -0.53 -1.27
I -5.61 0.17 1.73
C -1.10 0.45 -0.94
N -0.26 -0.50 -0.14
C -0.10 1.43 -1.74
C 0.89 0.60 -2.75
O 0.59 0.27 -3.93
I 2.88 0.10 -1.90
H -0.99 -0.63 3.97
H -2.08 3.06 1.43
H -0.44 2.60 0.73
H -2.86 0.42 0.45
H -4.13 2.65 0.82
H -4.09 3.78 -0.64
H -6.45 2.90 -0.56
H -5.56 2.13 -1.99
H -7.12 0.52 -0.53
H -5.33 -1.51 -0.64
H -4.21 -0.30 -1.60
H -6.01 -0.72 -2.16
H -1.64 -0.20 -1.75
H -0.85 -0.89 0.62
H 0.47 0.08 0.31
H 0.63 2.02 -1.04
H -0.67 2.26 -2.33
C -4.96 -7.30 2.14
N -4.26 -6.07 1.86
C -3.58 -6.12 0.57
P -4.01 -4.67 2.78
O -4.98 -3.85 1.91
N -5.00 -4.55 4.18
C -5.53 -5.65 4.96
C -6.01 -3.48 4.18
N -2.85 -5.57 3.79
C -1.62 -4.75 3.84
C -2.45 -6.97 3.76
H -4.29 -8.16 2.08
H -5.77 -7.47 1.41
H -5.42 -7.34 3.12
H -2.50 -6.23 0.71
H -3.75 -5.20 0.00
H -3.93 -6.95 -0.06
H -6.39 -6.11 4.47
H -5.88 -5.30 5.94
H -4.79 -6.41 5.19
H -6.87 -3.75 3.55
H -5.59 -2.53 3.83
H -6.39 -3.28 5.19
H -1.12 -4.74 2.87
H -0.91 -5.11 4.60
H -1.86 -3.72 4.11
H -2.03 -7.28 2.80
H -3.26 -7.63 4.05
H -1.68 -7.16 4.52
C 5.76 2.73 -3.07
N 5.66 4.04 -2.48
C 4.28 4.50 -2.40
P 6.85 5.15 -1.96
O 6.53 4.88 -0.47
N 8.43 4.49 -1.85
C 8.98 3.41 -2.65
C 9.01 4.37 -0.50
N 7.22 5.51 -3.67
C 7.17 6.98 -3.79
C 6.69 4.94 -4.89
H 5.28 2.71 -4.06
H 5.25 1.98 -2.46
H 6.77 2.38 -3.23
H 4.09 5.27 -3.15
H 4.06 4.92 -1.41
H 3.56 3.69 -2.56
H 8.62 2.43 -2.30
H 10.07 3.38 -2.57
H 8.78 3.51 -3.71
H 8.57 3.52 0.03
H 8.84 5.27 0.08
H 10.09 4.23 -0.53
H 6.14 7.34 -3.69
H 7.57 7.33 -4.75
H 7.77 7.45 -3.01
H 5.60 5.04 -4.98
H 6.98 3.90 -5.02
H 7.12 5.45 -5.77
```

Frontier orbital gap = 6.706 eV
Total charge = 0
2S+1 = 1
Energy above the lowest of the compared OMol25 structures with the same formula, charge and spin = 608.43 kJ/mol
E_LUMO = -0.0352 hartree

=====

The following is a quantum chemistry calculation of 4 unconnected molecules or ions with the total composition C23H53N6O5 in a non-equilibrium geometry, from OMol25.

The geometry in XYZ format:
```
87
C23H53N6O5, DFT ωB97M-V with the def2-TZVPD basis set
C -3.03 3.18 0.59
C -3.54 1.93 1.27
O -3.31 2.06 2.68
C -4.13 1.24 3.49
C -3.33 0.14 4.14
O -2.97 -0.86 3.18
C -1.75 -1.48 3.38
N -0.82 -1.05 2.32
C -0.58 0.26 2.04
C 0.29 0.31 1.00
N 0.57 -1.01 0.66
N 1.36 -1.51 -0.32
C 1.91 -0.78 -1.25
C 1.50 -1.00 -2.66
C 2.99 0.23 -0.96
C -0.11 -1.81 1.48
H -3.50 4.07 1.01
H -1.94 3.26 0.68
H -3.27 3.15 -0.48
H -3.00 1.06 0.89
H -4.61 1.82 1.08
H -4.52 1.86 4.31
H -4.98 0.82 2.94
H -3.97 -0.32 4.90
H -2.47 0.56 4.67
H -1.30 -1.25 4.35
H -1.88 -2.56 3.29
H -1.02 1.11 2.55
H 0.68 1.17 0.49
H 2.33 -1.19 -3.34
H 0.82 -1.85 -2.72
H 0.95 -0.09 -2.95
H 2.66 0.93 -0.19
H 3.23 0.81 -1.85
H 3.85 -0.30 -0.57
H -0.09 -2.89 1.46
C -3.73 -2.33 -4.48
C -3.08 -1.78 -3.22
C -3.92 -0.75 -2.46
O -3.97 0.53 -3.04
C -4.87 0.69 -4.12
N -1.75 -1.26 -3.57
H -3.66 -1.63 -5.31
H -3.23 -3.25 -4.79
H -4.78 -2.56 -4.31
H -2.93 -2.62 -2.53
H -3.46 -0.60 -1.48
H -4.94 -1.13 -2.29
H -5.77 0.08 -3.97
H -4.41 0.42 -5.07
H -5.16 1.74 -4.16
H -1.27 -0.99 -2.71
H -1.89 -0.37 -4.05
C 6.24 -2.56 -3.22
C 5.06 -3.52 -3.28
C 5.43 -4.95 -3.70
O 5.70 -5.11 -5.07
C 6.99 -4.72 -5.50
N 4.02 -2.95 -4.14
H 6.53 -2.21 -4.21
H 5.97 -1.67 -2.64
H 7.11 -3.02 -2.74
H 4.64 -3.59 -2.26
H 4.57 -5.59 -3.49
H 6.27 -5.33 -3.09
H 7.75 -4.93 -4.73
H 7.03 -3.65 -5.76
H 7.23 -5.29 -6.39
H 3.19 -3.53 -4.09
H 4.33 -3.05 -5.11
C 1.09 3.14 6.03
C 0.29 3.22 4.73
C 0.18 4.63 4.14
O -0.72 5.49 4.81
C -0.23 6.09 6.00
N -1.04 2.62 4.95
H 0.51 3.49 6.88
H 1.37 2.11 6.23
H 2.00 3.74 5.97
H 0.81 2.61 3.99
H -0.21 4.54 3.13
H 1.17 5.10 4.07
H 0.83 6.33 5.91
H -0.40 5.46 6.87
H -0.78 7.02 6.14
H -1.53 2.58 4.06
H -1.58 3.29 5.49
```

Frontier orbital gap = 7.797 eV
Total charge = +1
2S+1 = 1
E_LUMO = -0.1255 hartree